(1)
Below is an isolated ion of composition C4H8N3O and charge +1 at a distorted geometry, with properties calculated with the ωB97M-V functional and the def2-TZVPD basis.

SMILES = CN(C)/N=C\[NH+]=C=O
net charge = +1
HOMO-LUMO gap = 8.6 eV
ΔE to the lowest compared entry with this formula, charge and spin = 537.4 kJ/mol
F_max = 4.19 eV/A
E_HOMO = -0.48610 Eh

```
16
Properties=species:S:1:pos:R:3:forces:R:3
C 2.1976 0.7622 -0.4811 0.092 3.709 0.400
N 0.9572 0.2478 0.0574 2.130 -0.349 -0.240
C 0.9806 -1.1946 0.0694 -2.968 -0.276 2.949
N -0.0279 1.0155 0.1684 0.228 0.233 -0.035
C -1.2193 0.9806 0.4152 -1.453 0.765 -0.171
N -2.1674 -0.4221 0.5004 0.997 1.564 0.086
C -3.2906 -0.3026 -0.0121 0.230 -0.196 0.009
O -4.2661 -0.0943 -0.5305 -1.143 0.193 -0.502
H 2.9774 0.6127 0.1972 1.299 -0.852 1.172
H 2.4961 0.3872 -1.4252 -0.205 -0.752 -1.033
H 2.2560 1.9039 -0.5635 -0.893 -1.549 0.026
H 1.5452 -1.6250 0.9272 0.216 0.510 -0.900
H -0.0737 -1.5653 0.2754 1.398 0.210 -0.842
H 1.3175 -1.3760 -0.8872 0.763 -1.780 -1.811
H -1.7597 1.9252 0.2929 -0.853 -1.009 0.422
H -1.9228 -1.2552 0.9961 0.163 -0.421 0.471
```
Forces are in eV/Å.

(2)
Below is an isolated ion of composition C3H6IN2S and charge +1 at a distorted geometry, with properties calculated with the ωB97M-V functional and the def2-TZVPD basis.

net charge = +1
HOMO-LUMO gap = 7.9 eV
ΔE to the lowest compared entry with this formula, charge and spin = 322.5 kJ/mol
F_max = 6.33 eV/A
E_HOMO = -0.45845 Eh

```
13
Properties=species:S:1:pos:R:3:forces:R:3
C 0.5113 1.5546 -0.1704 -0.451 0.174 -0.442
C -0.7708 1.3070 -0.4701 0.237 -0.829 0.166
C -0.1593 -0.8320 0.6225 4.004 1.468 -4.675
N 1.2377 0.6460 0.4669 -1.656 -2.950 1.646
N -1.1313 -0.1402 -0.2518 1.259 -0.615 -2.043
S 0.6862 -2.1752 -0.1948 -0.986 -0.434 1.490
I 3.1658 0.1904 0.0447 -0.424 0.132 -0.019
H 1.0253 2.4726 -0.3339 -0.058 0.845 -0.514
H -1.5393 1.7648 -1.0354 -0.191 1.028 -0.146
H -0.3703 -0.9043 1.6092 -0.779 0.042 2.898
H -2.0567 -0.1440 0.1524 -0.540 -0.435 -0.019
H -1.1016 -0.6196 -1.2514 -0.537 0.786 2.498
H 0.5030 -3.1199 0.8120 0.122 0.788 -0.840
```
Forces are in eV/Å.

(3)
Below is a 2-piece molecular cluster, C2H5F2N3 overall at a distorted geometry, with properties calculated with the ωB97M-V functional and the def2-TZVPD basis.

net charge = +2
multiplicity = 3
expectation value of S² = 2.018
HOMO-LUMO gap (alpha / beta) = 8.8 / 7.1 eV
ΔE to the lowest compared entry with this formula, charge and spin = 108.4 kJ/mol
F_max = 5.01 eV/A
E_HOMO (alpha / beta) = -0.71808 / -0.73171 Eh

```
12
Properties=species:S:1:pos:R:3:forces:R:3
C 0.0968 0.6789 1.3204 -1.655 -0.088 -0.851
C -0.7033 0.0483 -0.8103 -1.631 -0.389 -2.346
N 0.8499 0.4399 2.3168 -0.448 3.510 0.935
N 0.1204 -1.1244 -2.7863 -4.929 0.860 0.180
N -0.0454 -0.2738 0.2488 0.951 -0.580 2.263
F -0.6772 1.7176 1.1461 2.008 -1.187 1.041
F -1.4395 1.0899 -0.9861 1.452 -1.134 0.419
H 1.2401 -0.4505 2.3534 1.352 -1.913 0.409
H 1.1320 1.1633 3.0703 -0.836 -1.278 -1.275
H -0.7906 -1.7450 -2.8893 2.917 0.364 -0.209
H -0.1125 -0.2232 -3.2693 1.444 -0.975 -0.479
H 0.3293 -1.3210 0.2856 -0.624 2.810 -0.087
```
Forces are in eV/Å.

Which value of F_max does entry 3 give? 5.01 eV/A